{
  "formula": "C19H38B2BrF3IN3O18PS",
  "method": "wB97M-V/def2-TZVPD",
  "species": ["O", "B", "O", "O", "C", "Br", "C", "S", "C", "B", "O", "O", "N", "C", "N", "P", "O", "I", "N", "C", "C", "C", "F", "F", "F", "H", "H", "H", "H", "H", "H", "H", "H", "H", "H", "H", "H", "H", "H", "C", "O", "C", "O", "O", "C", "H", "H", "H", "H", "H", "H", "C", "O", "C", "O", "O", "C", "H", "H", "H", "H", "H", "H", "C", "O", "C", "O", "O", "C", "H", "H", "H", "H", "H", "H", "C", "O", "C", "O", "O", "C", "H", "H", "H", "H", "H", "H"],
  "coordinates": [[-2.769066, 5.654416, 0.484378], [-1.450855, 5.530149, 0.824055], [-0.779727, 6.312115, 1.715027], [-0.718161, 4.423660, 0.351940], [-0.037583, 4.388948, -0.837742], [-0.034225, 6.139221, -1.705077], [-0.592290, 3.279379, -1.744206], [-2.197911, 3.592851, -2.479885], [-0.531484, 1.966782, -0.939400], [-1.007750, 0.696051, -1.792955], [-2.302061, 0.317371, -1.627603], [-0.181487, -0.034364, -2.604640], [0.815670, 1.732896, -0.345343], [1.419547, 2.857873, 0.194151], [1.986776, 2.761640, 1.350818], [2.591219, 3.987770, 2.613363], [1.276272, 4.873814, 2.736424], [4.118581, 5.360451, 1.319544], [1.378279, 4.107337, -0.453181], [2.372460, 4.204280, -1.573486], [3.479329, 3.152197, -1.562141], [4.596637, 3.535530, -2.504256], [4.164627, 3.585052, -3.775514], [5.592915, 2.658390, -2.439452], [5.097887, 4.745381, -2.217048], [-3.033853, 6.494665, 0.092283], [-1.343382, 6.949805, 2.171720], [0.055946, 3.177378, -2.624505], [-2.932206, 3.425058, -1.370016], [-1.212722, 2.053293, -0.086740], [-2.650579, -0.113520, -2.420510], [0.550651, 0.419966, -3.036821], [1.441743, 1.166678, -0.907894], [1.970310, 1.806518, 1.710355], [1.000477, 5.464924, 2.010863], [2.824038, 5.193209, -1.481078], [1.856911, 4.170359, -2.535842], [3.932639, 3.021328, -0.576689], [3.130134, 2.177383, -1.920014], [0.100617, -6.106053, -2.138523], [0.049676, -5.263622, -0.978172], [-0.825202, -4.263423, -1.062512], [-1.532469, -4.020541, -2.007090], [-0.783392, -3.568889, 0.076419], [-1.712697, -2.481131, 0.127558], [0.848716, -6.859478, -1.914288], [-0.867898, -6.569493, -2.314377], [0.389044, -5.529372, -3.015064], [-2.736891, -2.842073, 0.052120], [-1.525760, -1.769796, -0.671119], [-1.572137, -2.004386, 1.094542], [-2.151564, 0.256192, -5.725070], [-1.170827, 1.134285, -5.147829], [-0.183891, 1.478036, -5.971396], [-0.065916, 1.148202, -7.118045], [0.672785, 2.261306, -5.291678], [1.776849, 2.723547, -6.093329], [-2.885346, 0.085769, -4.943236], [-2.619539, 0.726711, -6.586614], [-1.689772, -0.681532, -6.025704], [1.412749, 3.307749, -6.935152], [2.355342, 1.880414, -6.464445], [2.379097, 3.339670, -5.434935], [-1.038284, -2.641474, 4.434671], [-2.246245, -2.535242, 5.197022], [-3.210024, -1.843922, 4.594020], [-3.129041, -1.349696, 3.494958], [-4.270872, -1.801636, 5.392492], [-5.399705, -1.102585, 4.854380], [-0.359333, -3.246551, 5.027468], [-1.230877, -3.125284, 3.478417], [-0.614822, -1.652989, 4.261875], [-5.739495, -1.578087, 3.936385], [-5.143585, -0.064422, 4.651369], [-6.165973, -1.162861, 5.620218], [2.137802, -6.686167, 7.054025], [1.786077, -7.398295, 5.861600], [1.586988, -6.631172, 4.794517], [1.680144, -5.428203, 4.760457], [1.267025, -7.412113, 3.765123], [1.017840, -6.713081, 2.539995], [2.263574, -7.448090, 7.816270], [3.064566, -6.134516, 6.908666], [1.344392, -5.995317, 7.332889], [1.901686, -6.159497, 2.228817], [0.182897, -6.024218, 2.655101], [0.775982, -7.482909, 1.814324]],
  "atomic_forces_ev_per_a": [[0.39, 0.06, -0.35], [-0.25, -0.08, -0.04], [-0.22, 0.12, -0.07], [-0.20, 0.02, 0.18], [0.32, -0.05, -0.02], [-0.03, 0.08, -0.10], [0.35, -0.20, -0.18], [-0.22, 0.04, -0.01], [0.08, -0.20, 0.07], [-0.08, -0.04, -0.12], [0.05, 0.36, -0.33], [0.00, 0.26, 0.01], [-0.09, 0.35, -0.09], [-0.30, -0.01, -0.05], [0.52, -0.23, -0.14], [-0.37, 0.12, 0.01], [0.49, -0.13, -0.03], [0.05, 0.01, 0.05], [-0.21, -0.23, -0.08], [0.08, 0.28, 0.00], [-0.13, -0.25, 0.02], [-0.06, 0.30, 0.08], [-0.06, -0.06, -0.13], [0.14, -0.22, -0.03], [0.05, 0.09, 0.08], [-0.13, -0.05, 0.30], [0.17, 0.00, -0.04], [0.00, 0.12, 0.10], [0.05, 0.01, 0.08], [-0.01, 0.03, -0.14], [0.06, -0.35, 0.31], [-0.09, -0.03, 0.06], [-0.05, -0.22, 0.23], [-0.06, 0.11, 0.07], [-0.19, -0.04, 0.14], [-0.05, -0.09, -0.03], [0.00, -0.06, 0.08], [-0.03, 0.07, -0.09], [0.01, 0.08, 0.09], [0.01, -0.02, 0.01], [-0.03, 0.03, 0.02], [-0.02, 0.03, -0.04], [0.06, -0.01, 0.06], [0.01, -0.06, -0.04], [-0.09, 0.14, 0.20], [0.00, 0.00, -0.01], [0.00, 0.01, 0.00], [0.00, 0.00, 0.00], [0.02, -0.03, -0.04], [0.03, -0.11, -0.04], [0.01, -0.06, 0.02], [0.01, 0.00, -0.03], [0.02, 0.07, 0.05], [-0.06, -0.03, -0.09], [0.00, 0.04, 0.10], [0.01, -0.08, 0.04], [0.03, 0.04, 0.00], [-0.01, 0.01, -0.02], [0.00, 0.00, 0.00], [0.01, 0.00, 0.01], [-0.01, -0.01, 0.00], [-0.01, 0.00, 0.00], [0.00, 0.01, 0.00], [0.09, -0.10, 0.03], [-0.04, 0.07, 0.00], [0.04, -0.12, -0.08], [-0.04, 0.09, 0.01], [0.07, 0.01, -0.02], [-0.01, -0.01, 0.01], [-0.02, 0.00, 0.00], [0.00, 0.00, 0.00], [0.00, 0.00, -0.01], [0.01, 0.00, 0.00], [0.00, 0.00, 0.00], [0.00, 0.01, -0.01], [0.00, -0.02, 0.01], [-0.01, 0.02, -0.05], [-0.01, 0.02, -0.05], [-0.04, 0.01, 0.03], [0.02, 0.02, 0.06], [-0.01, -0.01, -0.01], [0.00, 0.01, 0.00], [0.00, 0.00, 0.00], [0.00, 0.00, 0.00], [-0.01, 0.00, 0.00], [0.01, 0.00, -0.01], [0.00, 0.02, -0.01]],
  "mulliken_charge": [-0.4289, 0.5711, -0.5483, -0.2486, -0.4984, -0.0839, 0.9413, -0.1222, -0.3499, 0.6713, -0.5205, -0.5215, -0.1689, -1.0132, 0.2440, 0.0440, -0.2527, 0.0667, 1.2358, -0.9398, -0.3207, 0.6833, -0.2211, -0.2699, -0.2541, 0.3139, 0.2959, -0.4771, 0.1556, 0.1852, 0.2776, 0.2700, 0.3366, 0.3917, 0.3837, 0.4894, 0.3855, 0.2645, 0.0119, -0.6767, -0.2793, 0.7663, -0.5617, -0.2439, -0.1710, 0.2098, 0.3179, 0.2990, 0.3347, -0.0629, 0.1054, -0.7534, -0.0999, 0.5585, -0.5458, -0.1803, -0.6523, 0.1946, 0.3270, 0.3464, 0.3329, 0.3224, 0.1304, -0.3330, -0.3169, 0.8134, -0.5391, -0.3351, -0.6155, 0.1728, 0.0982, 0.2652, 0.2945, 0.2838, 0.2169, -0.6089, -0.3397, 0.8097, -0.5598, -0.3322, -0.5412, 0.2221, 0.2886, 0.2840, 0.2901, 0.2374, 0.2470],
  "e_lumo_ev": -4.09,
  "orbital_gap_ev": 7.943,
  "total_energy_ha": -6226.05205,
  "total_charge": 1,
  "molar_mass_g_mol": 944.98
}